{
  "formula": "C32H31BrFN6SiZr",
  "method": "ωB97M-V/def2-TZVPD",
  "symbols": ["Zr", "Br", "C", "C", "C", "C", "C", "C", "N", "C", "C", "C", "C", "C", "C", "N", "H", "H", "H", "H", "H", "H", "H", "H", "H", "C", "Si", "C", "C", "N", "C", "C", "C", "C", "C", "C", "F", "H", "H", "H", "H", "H", "H", "H", "H", "H", "H", "H", "H", "H", "C", "C", "N", "C", "C", "C", "C", "C", "C", "C", "C", "N", "C", "N", "H", "H", "H", "H", "H", "H", "H", "H", "H"],
  "xyz": [[0.175841, 0.381182, 0.848112], [5.328841, 1.784682, -3.972388], [4.413641, 1.368182, -2.376888], [3.011741, 1.296782, -2.378688], [2.335141, 1.012282, -1.213788], [3.047041, 0.857582, 0.001612], [4.452541, 0.883482, -0.021788], [5.124941, 1.121082, -1.199188], [2.275441, 0.732182, 1.142112], [2.635641, 1.018382, 2.365212], [1.613741, 1.002382, 3.388112], [1.876141, 1.329782, 4.725512], [0.841841, 1.330082, 5.645112], [-0.445259, 1.015282, 5.213812], [-0.653359, 0.722082, 3.878712], [0.343041, 0.691882, 2.977612], [2.480341, 1.482982, -3.299388], [1.219841, 0.966882, -1.218588], [5.013041, 0.691182, 0.881212], [6.204341, 1.135682, -1.212188], [3.646841, 1.319482, 2.631512], [2.876141, 1.589082, 5.033812], [1.024541, 1.582882, 6.677012], [-1.270959, 1.006782, 5.905212], [-1.653759, 0.506982, 3.506112], [-3.834159, -0.397018, -0.766788], [-3.015259, -0.061618, 0.920912], [-1.918859, -1.558018, 1.535412], [-4.241259, 0.283882, 2.339112], [-1.699559, 1.092982, 0.675112], [-1.886559, 2.455882, 0.578912], [-3.114059, 3.136082, 0.514112], [-3.162059, 4.517282, 0.446912], [-2.004359, 5.285382, 0.431012], [-0.765659, 4.660282, 0.484312], [-0.766859, 3.291982, 0.555312], [0.507341, 2.548882, 0.622412], [-4.326959, -1.364018, -0.777588], [-3.136559, -0.359618, -1.603988], [-4.606659, 0.341482, -0.969988], [-2.480359, -2.104218, 2.290212], [-0.960959, -1.264618, 2.013512], [-1.724759, -2.280418, 0.743112], [-5.175159, -0.231318, 2.123212], [-4.487259, 1.334882, 2.465212], [-3.905859, -0.091418, 3.304612], [-4.024459, 2.561482, 0.509712], [-4.125159, 5.002782, 0.408512], [-2.058459, 6.359982, 0.374112], [0.154541, 5.222482, 0.475612], [1.550241, -3.670318, 0.720312], [1.483541, -2.293818, 0.823312], [0.729941, -1.537418, -0.010688], [0.054441, -2.157218, -0.993988], [0.074841, -3.546518, -1.178588], [0.819241, -4.306018, -0.271788], [-0.713359, -4.224618, -2.200188], [-0.829459, -3.882318, -3.488488], [-0.075259, -2.848618, -4.179788], [-0.281759, -2.633618, -5.545888], [0.485441, -1.640018, -6.143588], [1.438841, -1.021918, -5.472288], [1.617641, -1.331018, -4.206388], [0.864041, -2.161118, -3.516288], [2.141641, -4.247218, 1.411912], [2.067241, -1.770918, 1.583612], [-0.550959, -1.517218, -1.639388], [0.840841, -5.381218, -0.361688], [-1.197059, -5.133318, -1.863188], [-1.466659, -4.479018, -4.124288], [-1.001859, -3.209018, -6.104788], [0.342141, -1.344218, -7.175388], [2.448341, -0.876018, -3.683388]],
  "atomic_forces_ev_per_a": [[-1.94, -1.20, -0.56], [-0.31, -0.16, 0.51], [-0.09, -0.02, -0.09], [0.10, 0.10, -0.24], [0.24, -0.04, 0.94], [0.87, 0.08, -1.51], [-0.67, -0.09, 0.23], [-0.03, 0.13, -0.32], [1.09, 1.03, 2.11], [0.16, -0.20, -1.24], [-0.48, 0.03, 1.34], [0.14, -0.17, -1.04], [-0.63, -0.13, -0.17], [0.45, 0.11, 0.07], [-0.28, -0.06, -0.02], [0.59, 0.23, 0.93], [-0.08, -0.01, -0.07], [0.63, 0.17, -0.41], [0.09, 0.02, 0.08], [0.06, 0.00, 0.00], [-0.03, -0.06, -0.09], [0.18, 0.00, -0.04], [0.05, 0.01, 0.15], [-0.16, 0.01, 0.04], [0.24, 0.02, 0.09], [0.33, 0.24, 0.82], [-0.80, -1.37, -0.14], [-0.45, 0.53, -0.82], [0.58, 0.22, -0.54], [0.77, -0.05, 0.09], [0.05, 1.93, -0.14], [0.53, -0.35, 0.00], [0.02, 0.15, -0.01], [-0.17, -0.27, 0.01], [0.45, -0.36, 0.03], [-0.54, -0.01, 0.01], [-0.94, 0.46, -0.13], [-0.07, -0.22, 0.06], [0.14, -0.02, 0.08], [-0.10, 0.14, 0.03], [0.06, 0.13, 0.31], [-0.17, -0.48, 0.24], [0.16, 0.03, 0.08], [-0.09, -0.12, -0.16], [-0.03, 0.13, -0.02], [0.16, -0.06, 0.02], [-0.23, -0.06, -0.01], [-0.06, 0.05, -0.03], [0.01, 0.11, 0.00], [0.12, 0.05, -0.02], [-0.08, 0.50, 0.15], [0.47, -0.41, 0.34], [-0.14, -0.82, -0.37], [-0.17, -0.07, -0.21], [0.28, 0.18, 0.62], [-0.24, 0.50, -0.30], [-0.24, -0.05, -0.58], [-0.08, -0.28, 0.54], [0.17, 0.54, -0.99], [0.12, 0.05, 0.46], [-0.23, -0.31, 0.08], [0.65, 0.77, -0.48], [-0.34, -0.20, -0.11], [0.08, -0.38, 0.41], [0.15, 0.05, 0.10], [-0.16, -0.11, -0.14], [0.09, -0.29, 0.21], [-0.02, -0.13, -0.01], [-0.13, 0.01, -0.01], [-0.07, -0.14, 0.01], [-0.11, -0.02, -0.05], [-0.01, -0.06, -0.04], [0.04, 0.08, -0.02]],
  "total_charge": 3,
  "gap_ev": 5.416,
  "lumo_energy_ev": -10.71,
  "relative_energy_ev": 0.9946,
  "e_tot_ev": -124522.961
}